Entry 1:
The following is a DFT calculation (the ωB97M-V functional and the def2-TZVPD basis) of a molecular structure, C38H57Cl36F9IN2O3.

```
146
Properties=species:S:1:pos:R:3
C -1.6263 -6.4541 3.8511
C -1.3957 -4.9601 3.2557
C -0.0397 -4.5156 2.5926
C 0.1256 -3.0880 1.9893
C -1.0208 -1.9958 2.0051
C -0.7631 -0.5524 1.3044
C 0.1434 0.4349 2.2607
C -0.6601 1.8219 2.4619
F 0.2747 2.8518 2.8975
F -1.2531 2.3209 1.2542
C -1.8304 1.7800 3.5560
F -1.3560 1.8970 4.9140
F -2.6937 0.6273 3.4345
C -2.8541 3.0537 3.3789
F -3.5315 3.1828 4.6453
F -2.1899 4.2798 3.1655
F -3.8924 2.7963 2.4295
O 0.0633 -0.2464 3.5678
C 1.3615 -0.6877 4.0197
C 2.2336 0.6489 4.1892
C 3.4450 0.5322 5.2340
C 3.7996 1.8905 6.0065
C 2.6088 2.5020 6.9018
I 4.6574 3.4472 4.6983
N 2.6402 1.0764 2.7978
C 1.6328 0.6743 1.7222
N 1.7964 1.6902 0.6437
C 1.0909 1.3503 -0.6181
O 1.4153 0.2896 -1.2220
F 0.1043 2.1438 -1.2781
C 3.2417 1.7916 0.2071
O 3.9989 0.7844 0.1486
F 3.8491 3.0243 -0.2066
C -2.3549 -2.4246 2.6724
C -2.5343 -3.8695 3.2861
H -1.0144 -6.6549 4.7936
H -1.2923 -7.1954 3.0262
H -2.7521 -6.6499 3.9862
H 0.8142 -5.2937 2.5665
H 1.1510 -2.8617 1.5010
H -0.2576 -0.8000 0.3109
H -1.8199 -0.1170 1.1283
H 1.2103 -1.1139 5.0869
H 1.8580 -1.4977 3.3843
H 1.5221 1.4590 4.5878
H 3.1784 -0.2805 6.0183
H 4.3778 0.1991 4.6595
H 4.6543 1.6293 6.7456
H 2.7721 2.2557 8.0143
H 2.6638 3.6579 6.8184
H 1.5544 2.1963 6.5824
H 2.7292 2.1220 2.8581
H 3.5725 0.6234 2.6413
H 2.0223 -0.3438 1.3178
H -3.2600 -1.7348 2.7204
H -3.5315 -4.2110 3.7580
C 5.8721 7.4238 3.8551
Cl 7.4407 8.2068 3.6467
Cl 5.8564 5.8173 3.1125
H 5.6648 7.3232 4.9199
H 5.1044 8.0375 3.3858
C 5.5256 0.3006 -3.0439
Cl 7.0822 1.1069 -3.2676
Cl 5.5311 -1.3130 -3.7645
H 5.3236 0.2111 -1.9771
H 4.7467 0.8971 -3.5185
C -1.3801 2.0459 -4.3170
Cl -0.8746 3.0062 -5.7115
Cl -2.1764 0.5529 -4.8235
H -0.5016 1.7939 -3.7235
H -2.0750 2.6326 -3.7167
C -2.6155 -3.0108 -4.6818
Cl -3.2785 -3.3375 -6.2867
Cl -3.3512 -4.0575 -3.4615
H -1.5407 -3.1884 -4.6995
H -2.8135 -1.9708 -4.4216
C 3.3164 -3.5476 -1.8163
Cl 4.5340 -4.8256 -1.7717
Cl 2.7975 -3.1020 -0.1830
H 3.7405 -2.6708 -2.3044
H 2.4520 -3.9008 -2.3773
C 1.8335 0.1441 -6.2111
Cl 3.3612 -0.4532 -5.5493
Cl 0.5366 -1.0372 -5.9920
H 1.5625 1.0663 -5.6980
H 1.9595 0.3382 -7.2756
C -6.8721 1.3852 3.1020
Cl -8.5209 1.6337 2.5181
Cl -6.1262 -0.0212 2.3315
H -6.2789 2.2695 2.8741
H -6.8982 1.2260 4.1792
C -3.0229 3.1931 -8.8649
Cl -2.5180 4.1584 -10.2581
Cl -3.8200 1.7006 -9.3769
H -2.1441 2.9400 -8.2726
H -3.7188 3.7779 -8.2619
C -2.8128 -9.0548 6.1969
Cl -3.1329 -8.8759 4.4674
Cl -2.8683 -7.4929 7.0234
H -3.5668 -9.7109 6.6303
H -1.8235 -9.4909 6.3305
C 8.8910 1.8028 -6.3257
Cl 10.4477 2.6100 -6.5497
Cl 8.8990 0.1890 -7.0458
H 8.6887 1.7133 -5.2589
H 8.1117 2.3983 -6.8001
C 2.0990 5.0789 -7.4776
Cl 0.4459 5.2908 -8.0713
Cl 2.8599 3.6577 -8.2047
H 2.6861 5.9660 -7.7307
H 2.0726 4.9515 -6.3955
C -6.5310 -6.5983 8.6693
Cl -6.3182 -8.1980 7.9480
Cl -6.3906 -5.3245 7.4520
H -7.5185 -6.5446 9.1258
H -5.7647 -6.4482 9.4288
C 0.5159 -6.3275 9.0171
Cl 0.5628 -6.0876 7.2661
Cl 0.5441 -8.0461 9.4272
H 1.3829 -5.8426 9.4640
H -0.3983 -5.8847 9.4104
C 0.3893 5.5340 -2.3494
Cl 1.7443 4.5851 -1.7231
Cl 0.2762 5.3866 -4.1057
H -0.5357 5.1705 -1.9030
H 0.5385 6.5809 -2.0878
C -5.8250 5.2397 -6.2443
Cl -4.2636 4.4100 -6.2001
Cl -6.1493 5.9020 -7.8498
H -6.6103 4.5294 -5.9888
H -5.8137 6.0538 -5.5208
C -8.3585 -10.7973 6.5300
Cl -8.3131 -10.5583 4.7793
Cl -8.3279 -12.5164 6.9406
H -7.4915 -10.3113 6.9762
H -9.2725 -10.3551 6.9244
C 5.4174 6.6812 -5.9517
Cl 4.7614 6.3581 -7.5611
Cl 4.6763 5.6307 -4.7369
H 6.4920 6.5036 -5.9654
H 5.2183 7.7197 -5.6903
C -2.3311 2.9472 -13.7497
Cl -3.9865 3.1532 -14.3341
Cl -1.5673 1.5305 -14.4816
H -1.7522 3.8336 -14.0061
H -2.3508 2.8195 -12.6676
```

Values from the calculation:
Multiplicity   1
Total charge   +1

***

Entry 2:
The following is a DFT calculation (the ωB97M-V functional and the def2-TZVPD basis) of a molecular structure, C28H21Br2N3O4S5Ta.

```
64
Properties=species:S:1:pos:R:3
Ta 0.4452 -0.6354 -0.0264
S -1.6329 -3.0924 3.6124
S -0.6602 -4.1728 2.2717
S 1.3703 -3.6631 2.0914
S 1.6054 -1.6680 2.1136
C -1.1720 1.6489 5.1460
C -0.0616 2.4319 4.8664
C 0.6396 2.2505 3.6912
C 0.2545 1.2681 2.7689
C -0.8603 0.4636 3.0792
C -1.5655 0.6666 4.2544
N 0.9474 1.0352 1.5935
N 2.0313 1.7144 1.4582
C 2.7919 1.4118 0.3803
C 3.9322 2.2036 0.1466
C 4.7514 1.9254 -0.9215
C 4.4324 0.8717 -1.7719
C 3.3042 0.1023 -1.5296
C 2.4470 0.3157 -0.4548
H -1.7304 1.7898 6.0590
H 0.2582 3.1814 5.5771
H 1.5020 2.8526 3.4517
H -1.5086 -1.3265 2.7229
H -2.4163 0.0353 4.4615
H 4.1398 3.0329 0.8066
H 5.6308 2.5256 -1.1044
H 5.0553 0.6446 -2.6263
H 3.0811 -0.7052 -2.2126
Br -0.1745 -0.2874 -4.5606
C -1.2362 0.8414 -3.4906
C -2.3282 1.5010 -4.0355
C -3.0768 2.3385 -3.2432
Br -4.5570 3.2550 -4.0173
C -2.7871 2.5247 -1.8806
C -3.4698 3.3972 -1.0081
C -3.1137 3.4367 0.3140
C -2.0953 2.5910 0.7720
N -1.4199 1.7861 -0.0125
C -1.7220 1.7651 -1.3211
C -0.9047 0.9208 -2.1400
O 0.1069 0.3248 -1.6191
H -2.5782 1.3449 -5.0750
H -4.2570 4.0279 -1.3965
H -3.6014 4.1055 1.0057
H -1.8330 2.5736 1.8197
C 2.5697 -4.4460 -2.6514
C 1.2804 -4.0225 -2.9169
C 0.7221 -2.9983 -2.1658
C 1.4309 -2.3823 -1.1446
C 2.7148 -2.8436 -0.8773
C 3.2873 -3.8611 -1.6225
H 3.0195 -5.2226 -3.2541
H 0.7098 -4.4781 -3.7155
H -0.2893 -2.6887 -2.3905
H 3.2888 -2.3816 -0.0850
H 4.2978 -4.1821 -1.4053
C -3.4653 -2.1688 0.3705
S -2.0586 -1.1084 -0.2223
O -0.9034 -2.0530 0.1420
O -2.2056 -1.1436 -1.6911
O -1.2241 -0.5069 2.2002
H -4.1268 -2.3213 -0.4725
H -3.9665 -1.6399 1.1748
H -3.0463 -3.1066 0.7108
```

Values from the calculation:
Multiplicity   1
Total charge   -1

***

Computed values of HOMO (unit: eV) for the preceding records, in sequence: -10.73; -3.50.
Computed values of E_tot (unit: eV) for the preceding records, in sequence: -532801.814; -237852.086.